Record 1
The following is a quantum chemistry calculation of a 2-piece molecular cluster, C15H19N2O8PS2 overall in a non-equilibrium geometry, from the OMol25 dataset.

```
47
Properties=species:S:1:pos:R:3
C 5.12 1.14 1.58
P 3.76 0.94 2.80
C 3.80 -0.78 3.47
C 2.10 1.12 2.02
C 1.77 1.03 0.65
N 2.78 0.77 -0.33
C 3.27 1.75 -0.88
O 3.88 2.62 -1.34
C 0.45 1.17 0.23
C -0.58 1.40 1.12
S -2.25 1.57 0.48
C -3.16 0.20 1.18
O -2.78 2.80 1.01
O -2.23 1.46 -0.95
C -0.30 1.49 2.48
C 1.03 1.34 2.88
C 1.03 1.46 4.39
O 1.94 1.33 5.16
N -0.28 1.79 4.75
C -1.18 1.70 3.69
O -2.37 1.78 3.78
H 5.30 2.20 1.42
H 5.03 0.58 0.65
H 6.01 0.75 2.08
H 4.12 -0.74 4.51
H 2.77 -1.16 3.47
H 4.43 -1.43 2.87
H 0.20 1.12 -0.82
H -3.68 0.53 2.07
H -3.84 -0.20 0.44
H -2.45 -0.58 1.48
H -0.59 1.51 5.67
C -1.96 0.06 -4.86
C -3.09 -0.87 -4.48
O -2.72 -2.26 -4.57
S -1.82 -2.85 -3.40
C -2.02 -4.56 -3.79
O -2.46 -2.57 -2.15
O -0.46 -2.48 -3.61
H -1.15 0.02 -4.13
H -2.32 1.09 -4.91
H -1.55 -0.21 -5.83
H -3.47 -0.65 -3.48
H -3.92 -0.75 -5.18
H -3.07 -4.83 -3.66
H -1.40 -5.12 -3.10
H -1.70 -4.72 -4.81
```

Summary:
multiplicity	1
SMILES	CP(C)c1c(N=C=O)cc(S(C)(=O)=O)c2c1C(=O)NC2=O.CCOS(C)(=O)=O
gap between HOMO and LUMO	7.41	eV

In the natural (NBO) picture, each atom carries the following charge in e:
1. C -0.940
2. P 0.800
3. C -0.916
4. C -0.306
5. C 0.165
6. N -0.565
7. C 0.897
8. O -0.462
9. C -0.198
10. C -0.276
11. S 2.178
12. C -0.885
13. O -0.927
14. O -0.944
15. C -0.145
16. C -0.045
17. C 0.672
18. O -0.523
19. N -0.652
20. C 0.691
21. O -0.521
22. H 0.245
23. H 0.227
24. H 0.245
25. H 0.247
26. H 0.235
27. H 0.231
28. H 0.265
29. H 0.274
30. H 0.265
31. H 0.243
32. H 0.423
33. C -0.639
34. C -0.078
35. O -0.724
36. S 2.388
37. C -0.887
38. O -0.945
39. O -0.935
40. H 0.228
41. H 0.223
42. H 0.214
43. H 0.206
44. H 0.195
45. H 0.251
46. H 0.253
47. H 0.254



Record 2
The following is a quantum chemistry calculation of C15H19N4O2S6W as an isolated structure, from the OMol25 dataset.

```
47
Properties=species:S:1:pos:R:3
W 1.91 -0.26 0.15
S 4.15 -0.31 -0.28
S 4.87 1.60 -0.81
S 3.74 2.79 0.36
S 1.82 2.13 -0.02
C -4.08 4.89 0.01
C -3.33 3.60 -0.15
C -3.79 2.43 0.45
C -3.11 1.24 0.32
C -1.94 1.23 -0.43
C -1.46 2.36 -1.06
C -2.16 3.54 -0.92
S -0.97 -0.23 -0.36
O 0.09 -0.24 -1.41
O -1.80 -1.41 -0.30
N -0.01 -0.07 0.90
C 0.27 -0.23 2.22
C -0.52 -0.25 3.35
C 0.12 -0.34 4.57
C 1.51 -0.41 4.63
C 2.24 -0.41 3.46
N 1.63 -0.33 2.28
H -4.57 4.93 0.98
H -4.85 4.98 -0.75
H -3.42 5.75 -0.08
H -4.71 2.46 1.03
H -3.47 0.33 0.78
H -0.55 2.32 -1.65
H -1.80 4.44 -1.41
H -1.60 -0.19 3.27
H -0.46 -0.35 5.48
H 2.02 -0.47 5.58
H 3.32 -0.48 3.45
C -0.40 -3.43 -3.17
N 0.12 -3.28 -1.82
C 1.38 -3.03 -1.54
S 1.82 -2.78 0.13
N 2.27 -3.07 -2.53
C 3.72 -3.18 -2.42
H -1.47 -3.55 -3.11
H 0.02 -4.31 -3.66
H -0.18 -2.54 -3.78
H -0.56 -3.07 -1.11
H 1.91 -3.18 -3.46
H 4.01 -3.26 -1.38
H 4.20 -2.30 -2.86
H 4.06 -4.07 -2.94
```

Summary:
charge	+1
multiplicity	3
gap between HOMO and LUMO (alpha / beta)	6.48 / 6.69	eV

In the natural (NBO) picture, each atom carries the following charge in e:
1. W 1.094
2. S -0.097
3. S 0.022
4. S 0.042
5. S -0.297
6. C -0.640
7. C 0.041
8. C -0.198
9. C -0.199
10. C -0.306
11. C -0.185
12. C -0.196
13. S 2.342
14. O -0.939
15. O -0.916
16. N -1.000
17. C 0.410
18. C -0.267
19. C -0.098
20. C -0.267
21. C 0.087
22. N -0.509
23. H 0.228
24. H 0.240
25. H 0.230
26. H 0.227
27. H 0.240
28. H 0.250
29. H 0.230
30. H 0.245
31. H 0.240
32. H 0.247
33. H 0.233
34. C -0.445
35. N -0.545
36. C 0.391
37. S -0.164
38. N -0.558
39. C -0.419
40. H 0.246
41. H 0.214
42. H 0.209
43. H 0.446
44. H 0.410
45. H 0.240
46. H 0.220
47. H 0.220



Record 3
The following is a quantum chemistry calculation of C15H19O4Os as an isolated structure in a non-equilibrium geometry, from the OMol25 dataset.

```
39
Properties=species:S:1:pos:R:3
Os -0.91 -0.71 -0.71
C -3.46 -3.10 -0.16
C -2.95 -2.33 1.05
C -3.45 -2.88 2.36
O -1.49 -2.29 1.05
C -3.38 -0.84 0.86
O -4.28 -0.37 1.50
O -2.69 -0.24 -0.09
H -3.22 -4.16 -0.08
H -3.01 -2.72 -1.08
H -4.54 -2.99 -0.25
H -3.07 -3.89 2.54
H -4.54 -2.92 2.36
H -3.15 -2.23 3.18
H -1.15 -3.15 1.33
C 1.53 -0.39 -3.43
C 1.79 -1.15 -2.13
C 2.63 -2.40 -2.35
O 0.55 -1.51 -1.53
H 2.48 -0.04 -3.84
H 0.90 0.47 -3.23
H 1.04 -1.04 -4.15
H 2.31 -0.48 -1.44
H 2.12 -3.09 -3.03
H 2.80 -2.91 -1.40
H 3.59 -2.13 -2.78
C -0.05 0.90 -0.13
C 0.53 1.90 0.32
C 1.24 3.00 0.82
C 2.59 2.83 1.17
C 3.31 3.89 1.66
C 2.71 5.14 1.79
C 1.37 5.32 1.44
C 0.63 4.26 0.97
H 3.04 1.85 1.07
H 4.35 3.76 1.95
H 3.28 5.98 2.17
H 0.92 6.30 1.53
H -0.41 4.38 0.69
```

Summary:
energy above the lowest of the compared OMol25 structures with the same formula, charge and spin	0.0	kcal per mole
charge	+1
multiplicity	5
gap between HOMO and LUMO (alpha / beta)	8.24 / 6.26	eV

In the natural (NBO) picture, each atom carries the following charge in e:
1. Os 1.650
2. C -0.628
3. C 0.146
4. C -0.637
5. O -0.764
6. C 0.767
7. O -0.513
8. O -0.732
9. H 0.231
10. H 0.192
11. H 0.253
12. H 0.214
13. H 0.256
14. H 0.242
15. H 0.518
16. C -0.627
17. C 0.099
18. C -0.625
19. O -0.681
20. H 0.235
21. H 0.210
22. H 0.220
23. H 0.179
24. H 0.220
25. H 0.221
26. H 0.231
27. C -0.250
28. C 0.126
29. C -0.101
30. C -0.145
31. C -0.213
32. C -0.117
33. C -0.210
34. C -0.143
35. H 0.228
36. H 0.238
37. H 0.235
38. H 0.239
39. H 0.237



Record 4
The following is a quantum chemistry calculation of C15H20BN9O8P2Ti as an isolated structure, from the OMol25 dataset.

```
56
Properties=species:S:1:pos:R:3
Ti -0.34 -0.66 -1.51
C -1.68 -3.19 1.55
C -1.10 -2.86 0.33
N -0.70 -1.60 0.34
N -1.04 -1.06 1.53
C -1.59 -2.02 2.29
B -0.60 0.40 1.86
N 0.91 0.42 1.81
C 1.74 1.47 1.65
C 3.03 1.03 1.84
C 2.88 -0.34 2.14
N 1.61 -0.70 2.13
N -1.21 1.37 0.78
C -1.86 2.53 0.98
C -2.42 2.94 -0.21
C -2.07 1.93 -1.12
N -1.34 1.01 -0.51
N -1.15 0.92 3.22
C -2.04 0.49 4.15
C -2.03 1.37 5.21
C -1.10 2.35 4.83
N -0.58 2.08 3.64
H -2.08 -4.13 1.87
H -0.94 -3.46 -0.55
H -1.87 -1.86 3.31
H 1.35 2.45 1.40
H 3.94 1.60 1.75
H 3.64 -1.08 2.31
H -1.87 2.99 1.95
H -3.01 3.82 -0.39
H -2.33 1.83 -2.16
H -2.65 -0.39 4.02
H -2.63 1.31 6.11
H -0.78 3.23 5.36
O 0.26 -1.92 -5.47
P 0.57 -1.09 -4.15
O 1.72 -0.20 -4.33
O 0.39 -1.98 -2.94
O -0.80 -0.12 -3.94
P -2.30 -0.67 -3.66
O -2.39 -2.01 -4.57
O -3.32 0.30 -4.07
O -2.21 -1.12 -2.21
H -0.54 -2.45 -5.35
H -3.08 -1.87 -5.24
N 2.87 1.72 -1.94
C 2.53 0.49 -1.57
O 1.31 0.28 -1.35
C 3.59 -0.57 -1.36
C 3.22 -1.82 -0.69
H 2.13 2.30 -2.28
H 3.78 1.84 -2.35
H 4.42 0.03 -0.91
H 3.94 -0.76 -2.38
H 2.52 -1.82 0.13
H 3.32 -2.73 -1.27
```

Summary:
energy above the lowest of the compared OMol25 structures with the same formula, charge and spin	99.4	kcal per mole
charge	-1
multiplicity	2
gap between HOMO and LUMO (alpha / beta)	4.19 / 4.22	eV

In the natural (NBO) picture, each atom carries the following charge in e:
1. Ti 1.668
2. C -0.343
3. C 0.025
4. N -0.353
5. N -0.304
6. C 0.025
7. B 0.948
8. N -0.409
9. C -0.016
10. C -0.367
11. C -0.033
12. N -0.279
13. N -0.321
14. C -0.001
15. C -0.350
16. C -0.012
17. N -0.359
18. N -0.355
19. C -0.034
20. C -0.367
21. C -0.061
22. N -0.280
23. H 0.226
24. H 0.233
25. H 0.215
26. H 0.216
27. H 0.215
28. H 0.217
29. H 0.241
30. H 0.224
31. H 0.239
32. H 0.205
33. H 0.219
34. H 0.199
35. O -0.991
36. P 2.534
37. O -1.101
38. O -1.116
39. O -1.108
40. P 2.552
41. O -1.018
42. O -1.118
43. O -1.124
44. H 0.517
45. H 0.514
46. N -0.767
47. C 0.800
48. O -0.749
49. C -0.536
50. C -0.930
51. H 0.402
52. H 0.396
53. H 0.168
54. H 0.246
55. H 0.184
56. H 0.177



Record 5
The following is a quantum chemistry calculation of C15H20BrO2S4SbSe4Tc as an isolated structure, from the OMol25 dataset.

```
48
Properties=species:S:1:pos:R:3
Tc 0.74 -0.21 0.67
C 3.93 -0.05 0.13
C 3.59 1.27 -0.55
S 1.79 1.62 -0.44
C 1.75 2.93 0.83
C 0.35 3.05 1.39
S -0.40 1.45 1.82
C 0.17 1.18 3.53
C -0.22 -0.24 3.89
S 0.42 -1.46 2.70
C 2.07 -1.89 3.37
C 3.13 -1.77 2.29
S 3.00 -0.07 1.68
H 5.00 -0.11 0.32
H 3.63 -0.90 -0.48
H 3.86 1.25 -1.61
H 4.09 2.12 -0.10
H 2.05 3.87 0.35
H 2.48 2.68 1.60
H -0.34 3.49 0.66
H 0.34 3.68 2.28
H -0.35 1.89 4.18
H 1.24 1.35 3.59
H -1.30 -0.37 3.86
H 0.11 -0.52 4.89
H 2.02 -2.92 3.74
H 2.27 -1.23 4.21
H 2.97 -2.46 1.46
H 4.13 -1.94 2.71
Se -5.15 0.95 -4.08
Sb -5.05 3.38 -4.42
Se -2.76 2.03 -1.79
Se -2.94 0.49 -3.46
Se -3.00 3.92 -3.22
Br -4.47 -6.41 1.99
C -3.72 -4.80 1.41
C -4.52 -3.67 1.32
C -3.97 -2.48 0.89
C -2.61 -2.42 0.56
C -1.82 -3.57 0.65
C -2.37 -4.76 1.07
C -2.06 -1.14 0.12
O -2.67 -0.11 -0.05
O -0.67 -1.16 -0.08
H -5.57 -3.72 1.58
H -4.58 -1.59 0.81
H -0.78 -3.55 0.36
H -1.78 -5.66 1.13
```

Summary:
energy above the lowest of the compared OMol25 structures with the same formula, charge and spin	0.0	kcal per mole
charge	+3
multiplicity	1
gap between HOMO and LUMO	5.46	eV

In the natural (NBO) picture, each atom carries the following charge in e:
1. Tc 0.422
2. C -0.540
3. C -0.527
4. S 0.478
5. C -0.517
6. C -0.558
7. S 0.553
8. C -0.551
9. C -0.541
10. S 0.519
11. C -0.538
12. C -0.536
13. S 0.404
14. H 0.285
15. H 0.243
16. H 0.287
17. H 0.264
18. H 0.279
19. H 0.244
20. H 0.262
21. H 0.282
22. H 0.278
23. H 0.237
24. H 0.272
25. H 0.282
26. H 0.289
27. H 0.256
28. H 0.246
29. H 0.286
30. Se -0.108
31. Sb 1.044
32. Se 0.101
33. Se 0.122
34. Se -0.171
35. Br 0.182
36. C -0.040
37. C -0.236
38. C -0.131
39. C -0.202
40. C -0.152
41. C -0.246
42. C 0.789
43. O -0.591
44. O -0.681
45. H 0.255
46. H 0.240
47. H 0.217
48. H 0.250